Molecular formula: B4CrH16
Method: DFT, wB97M-V/def2-TZVPD

ORCA input file:
```
! wB97M-V def2-TZVPD RIJCOSX def2/J DEFGRID3
* xyz -1 4
Cr -0.008 0.036 -0.013
B 1.623 -0.609 1.198
H 2.400 -0.982 2.034
H 0.732 -1.406 1.182
H 1.138 0.414 1.567
H 2.034 -0.485 0.090
B 0.521 1.811 -1.123
H 1.079 1.828 -0.082
H -0.643 1.648 -0.902
H 0.699 2.885 -1.630
H 0.918 0.883 -1.744
B -1.694 0.248 1.382
H -0.996 1.213 1.495
H -1.892 0.305 0.206
H -1.054 -0.726 1.572
H -2.673 0.326 2.063
B -0.428 -1.484 -1.490
H -0.543 -2.406 -2.244
H -1.103 -0.547 -1.776
H -0.804 -1.834 -0.421
H 0.693 -1.116 -1.364
*
```

The calculation puts the total energy at -1153.28191 hartree. The value obtained for the relative energy (zero: lowest compared OMol25 entry of this formula, charge and spin) is 0.00 kJ/mol. Its expectation value of S² is 3.776. For the HOMO-LUMO gap (spin up / spin down), the calculation gives 8.00 / 10.02 eV. Its strongest force on any atom is 0.0363 Eh/bohr.

Atomic partial charges in e from the natural (NBO) method, atoms 1 to 8: 0.597, -0.617, 0.030, 0.115, 0.065, 0.063, -0.639, 0.044



Molecular formula: C4H11O
Method: DFT, wB97M-V/def2-TZVPD

ORCA input file:
```
! wB97M-V def2-TZVPD RIJCOSX def2/J DEFGRID3
* xyz -2 2
C 0.361 3.103 1.062
O 0.283 2.231 2.096
H 0.028 4.170 1.142
H -0.304 2.732 0.233
H 1.397 3.230 0.632
C -1.222 -1.494 0.270
C 0.185 -1.065 -0.114
C 0.629 -1.593 -1.507
H -1.373 -2.563 0.414
H -1.538 -1.077 1.239
H -1.841 -1.061 -0.524
H 0.402 0.004 -0.111
H 0.874 -1.321 0.713
H 1.402 -2.379 -1.455
H 0.959 -0.799 -2.181
H -0.240 -2.117 -1.910
*
```

The calculation puts the total energy at -234.03446 hartree. The value obtained for the relative energy (zero: lowest compared OMol25 entry of this formula, charge and spin) is 82.22 kJ/mol. Its expectation value of S² is 0.750. For the HOMO-LUMO gap (spin up / spin down), the calculation gives 3.04 / 6.63 eV. Its strongest force on any atom is 0.0325 Eh/bohr.

Atomic partial charges in e from the natural (NBO) method, atoms 1 to 8: -0.197, -0.980, 0.042, 0.079, 0.059, -0.731, -0.459, -1.221



Molecular formula: C4H10O2S2
Method: DFT, wB97M-V/def2-TZVPD

ORCA input file:
```
! wB97M-V def2-TZVPD RIJCOSX def2/J DEFGRID3
* xyz 0 1
C 1.952 -0.726 -1.320
S 0.289 -0.755 -1.867
S -1.138 -1.618 -0.981
C -2.079 -0.250 -0.349
C -1.341 1.179 -0.371
C -0.734 1.376 1.049
O -1.354 0.884 1.923
H 1.913 -0.676 -0.182
H 2.419 0.193 -1.737
H 2.431 -1.656 -1.617
H -2.956 -0.104 -0.947
H -2.490 -0.449 0.643
H -2.151 1.955 -0.427
H -0.665 1.276 -1.152
H -0.067 2.197 1.052
O 1.712 -0.734 1.931
H 2.732 -0.882 1.692
H 1.526 -1.210 2.660
*
```

The calculation puts the total energy at -1105.17038 hartree. The value obtained for the relative energy (zero: lowest compared OMol25 entry of this formula, charge and spin) is 290.41 kJ/mol. For the HOMO-LUMO gap, the calculation gives 8.66 eV. Its SMILES is CSSCCC=O.O. Its strongest force on any atom is 0.1352 Eh/bohr.

Atomic partial charges in e from the natural (NBO) method, atoms 1 to 8: -0.801, 0.055, 0.151, -0.582, -0.514, 0.456, -0.514, 0.245



Molecular formula: C5H10O
Method: DFT, wB97M-V/def2-TZVPD

ORCA input file:
```
! wB97M-V def2-TZVPD RIJCOSX def2/J DEFGRID3
* xyz 0 1
C 2.047 -0.108 0.053
O 0.917 -0.273 0.879
C -0.295 0.016 0.237
C -0.614 1.493 0.155
C -0.744 -0.934 -0.839
C -1.388 -0.957 0.527
H 2.927 -0.202 0.694
H 2.092 -0.877 -0.732
H 2.069 0.878 -0.432
H -1.449 1.681 -0.526
H -0.879 1.884 1.143
H 0.247 2.062 -0.212
H -1.311 -0.542 -1.679
H -0.083 -1.762 -1.083
H -1.135 -1.785 1.181
H -2.400 -0.575 0.636
*
```

The calculation puts the total energy at -271.70043 hartree. The value obtained for the relative energy (zero: lowest compared OMol25 entry of this formula, charge and spin) is 137.02 kJ/mol. For the HOMO-LUMO gap, the calculation gives 10.74 eV. Its SMILES is COC1(C)CC1. Its strongest force on any atom is 0.0058 Eh/bohr.

Atomic partial charges in e from the natural (NBO) method, atoms 1 to 8: -0.247, -0.521, 0.238, -0.625, -0.452, -0.426, 0.193, 0.165



Molecular formula: C5H10O2
Method: DFT, wB97M-V/def2-TZVPD

ORCA input file:
```
! wB97M-V def2-TZVPD RIJCOSX def2/J DEFGRID3
* xyz 0 1
C -2.238 -0.362 0.023
C -0.903 0.143 0.437
O -0.920 1.249 1.139
C 0.342 -0.558 0.263
C 1.326 0.233 -0.733
C 2.289 0.204 0.449
O 1.242 -0.266 1.346
H -2.863 0.404 -0.445
H -2.142 -1.230 -0.630
H -2.740 -0.663 0.956
H -0.572 -0.341 -2.346
H -0.009 1.337 1.498
H 0.225 -1.625 0.039
H 0.182 -0.312 -2.197
H 0.959 1.242 -0.976
H 2.760 1.121 0.824
H 3.059 -0.576 0.351
*
```

The calculation puts the total energy at -346.77476 hartree. The value obtained for the relative energy (zero: lowest compared OMol25 entry of this formula, charge and spin) is 658.14 kJ/mol. For the HOMO-LUMO gap (spin up / spin down), the calculation gives 6.11 / 8.84 eV. Its strongest force on any atom is 0.0260 Eh/bohr.

Atomic partial charges in e from the natural (NBO) method, atoms 1 to 8: -0.679, 0.410, -0.630, -0.041, -0.289, -0.125, -0.531, 0.236